1.
Molecular formula: C30H27N3O3STi
Method: DFT, ωB97M-V/def2-TZVPD

## Properties
HOMO level: -19.81 eV
total energy: -2795.55493 Ha
charge: +4
energy relative to the best compared isomer or geometry (same formula, charge and spin): 31.71 kcal per mole

Last column: Mulliken charge in e.
Element x y z (Å)
Ti  -0.09730  0.46710  -0.08180  -0.2041
C  2.76740  -2.75520  0.68370  -0.4379
O  2.63190  -1.92530  1.84770  -0.3459
C  1.79090  -0.99460  1.57820  -0.0648
N  1.20150  -1.00920  0.41080  0.7181
C  1.69920  -2.20640  -0.30030  0.5156
C  2.20290  -1.82090  -1.67840  0.4920
C  1.50690  -0.83480  -2.37850  0.1221
C  1.90470  -0.44550  -3.64810  -0.6214
C  2.99730  -1.06950  -4.24040  -0.8853
C  3.66840  -2.07460  -3.56860  -0.8353
C  3.28140  -2.45320  -2.29060  -0.6600
C  1.44140  0.10490  2.48250  0.0137
C  1.78690  0.26420  3.81900  -0.5157
C  1.31760  1.39570  4.48180  -0.5021
C  0.54800  2.34280  3.80510  -0.5211
C  0.22370  2.08820  2.47410  0.1358
N  0.65890  0.98560  1.84040  0.2161
C  -0.66910  2.83170  1.56590  0.0695
N  -1.03900  2.18990  0.48460  0.4967
C  -2.02960  3.03500  -0.20520  0.1072
C  -1.96210  4.35020  0.62850  -0.5069
O  -1.13690  4.01020  1.75400  -0.3396
C  -1.71660  3.18630  -1.68100  0.2335
C  -0.78340  2.36160  -2.30070  1.9729
C  -0.49140  2.50710  -3.64500  -0.6782
C  -1.14970  3.47940  -4.38890  -0.8109
C  -2.08890  4.29430  -3.78480  -0.8197
C  -2.38230  4.14930  -2.43910  -0.5920
H  2.62040  -3.79530  0.98150  0.3491
H  3.79270  -2.62770  0.32020  0.4329
H  0.85890  -2.91120  -0.41530  0.2419
H  0.53460  -0.44450  -1.92280  0.2539
H  1.36620  0.30150  -4.21140  0.4627
H  3.29690  -0.77540  -5.23490  0.4637
H  4.50240  -2.57610  -4.04100  0.4338
H  3.80660  -3.25380  -1.79240  0.4791
H  2.39780  -0.46900  4.32420  0.5929
H  1.54560  1.53720  5.52980  0.5437
H  0.20720  3.23850  4.30750  0.5780
H  -3.01330  2.54690  -0.09680  0.3756
H  -2.91840  4.70490  1.01520  0.4005
H  -1.48240  5.17160  0.08670  0.3802
H  -0.22840  1.56880  -1.66430  -0.4272
H  0.24290  1.88750  -4.13020  0.3927
H  -0.91390  3.58450  -5.43650  0.4812
H  -2.60140  5.04810  -4.36490  0.4473
H  -3.12590  4.77860  -1.97250  0.5321
C  -3.98550  -1.10160  -0.67810  -0.9611
S  -2.94550  -0.84640  0.76580  0.2522
O  -1.55280  -0.47080  -0.00860  -0.1393
C  -2.56560  -2.47360  1.37350  1.0068
C  -2.21770  -3.51390  0.51170  -0.4079
C  -2.01420  -4.77780  1.03730  -0.7947
C  -2.17810  -5.00170  2.40030  -0.4783
C  -2.47950  -3.95260  3.25910  -0.7168
C  -2.67010  -2.67890  2.75090  -0.4381
H  -3.81300  -2.05800  -1.16890  0.3629
H  -3.81070  -0.27300  -1.36760  0.3936
H  -5.02210  -1.05490  -0.34620  0.4943
H  -2.09950  -3.34730  -0.55170  0.3161
H  -1.74760  -5.59380  0.38020  0.4912
H  -2.06390  -6.00250  2.78700  0.4747
H  -2.58810  -4.13900  4.31620  0.4819
H  -2.92920  -1.86640  3.40920  0.4962

2.
Molecular formula: C23H39CaF2N12O2S
Method: DFT, ωB97M-V/def2-TZVPD

## Properties
HOMO level: -10.31 eV
total energy: -2982.74303 Ha
charge: +1
energy relative to the best compared isomer or geometry (same formula, charge and spin): 0.00 kcal per mole

Last column: Mulliken charge in e.
Element x y z (Å)
Ca  -0.06346  -0.57880  0.56888  2.6678
C  3.51327  -1.89026  -0.30201  -0.4714
C  2.74818  -2.92558  0.51199  -1.0613
N  1.68669  -2.36881  1.36927  -0.1219
C  2.21393  -1.84945  2.63659  -0.5983
C  1.08102  -1.58974  3.61429  -1.0722
N  0.19047  -0.49080  3.19920  0.0464
C  0.44942  0.77676  3.91119  -1.0663
C  1.54305  1.66547  3.32710  -0.7227
C  1.12397  2.42395  2.07338  -1.1897
N  1.10317  1.61348  0.85128  1.0915
C  2.38559  1.57397  0.13922  -0.8383
C  2.18526  1.00155  -1.25553  -0.6203
N  1.70349  -0.39084  -1.26443  0.2495
C  2.76193  -1.38080  -1.52622  -0.8341
H  4.42388  -2.37529  -0.66160  0.4517
H  3.85107  -1.06607  0.33322  0.1646
H  3.45708  -3.49330  1.12704  0.4045
H  2.28325  -3.63490  -0.17643  0.4417
H  1.05003  -3.12860  1.59355  0.2610
H  2.77011  -0.93008  2.43840  0.2148
H  2.91820  -2.55540  3.09479  0.5707
H  1.49581  -1.40479  4.61030  0.3821
H  0.48791  -2.50575  3.68835  0.3983
H  -0.75878  -0.75275  3.43508  0.1240
H  0.69137  0.56182  4.95880  0.4355
H  -0.48334  1.34499  3.90613  0.4579
H  2.46626  1.10437  3.15850  0.1780
H  1.78598  2.40902  4.09027  0.4520
H  1.78101  3.29093  1.93401  0.4875
H  0.11182  2.80648  2.22703  0.4483
H  0.42168  2.04477  0.22571  -0.5704
H  3.10018  0.97653  0.71143  0.2862
H  2.81232  2.58067  0.04297  0.5984
H  3.11922  1.09339  -1.81910  0.4993
H  1.44721  1.62616  -1.76734  -0.1242
H  1.03142  -0.49168  -2.02531  -0.2683
H  3.48162  -0.96532  -2.24089  0.3588
H  2.28877  -2.22782  -2.02614  0.1703
F  -4.17670  -2.08678  -2.72724  -0.3795
C  -3.46221  -0.95713  -2.52916  -0.1887
C  -2.53966  -0.91496  -1.50154  -1.3489
C  -1.74174  0.21125  -1.24902  0.3104
C  -1.96237  1.31311  -2.10285  -0.0959
C  -2.91893  1.23818  -3.11284  1.1226
F  -3.13371  2.30994  -3.91025  -0.3812
C  -3.68716  0.11884  -3.35557  -0.9301
C  -1.14813  2.55728  -2.00169  -0.2910
C  -0.52412  3.08578  -3.13506  -0.6197
C  0.23983  4.23085  -3.02438  -0.5891
C  0.36093  4.83806  -1.78130  -0.7836
C  -0.28738  4.25199  -0.71099  -0.1777
N  -1.01985  3.13567  -0.80044  -0.3214
H  -2.45956  -1.82102  -0.90406  0.9335
H  -4.41764  0.09388  -4.15109  0.5433
H  -0.64779  2.58814  -4.08725  0.4735
H  0.73139  4.64839  -3.89374  0.4526
H  0.93573  5.74339  -1.64474  0.4441
H  -0.21955  4.69841  0.27612  0.4763
N  -2.55422  1.59608  1.41381  0.0304
N  -3.72941  0.88509  1.79408  -0.3079
C  -3.68707  -0.43133  1.97232  0.5259
N  -4.78323  -1.06626  2.39932  -0.4086
N  -2.50010  -0.98498  1.65457  0.0189
N  -2.35458  -2.30837  1.56953  0.7218
O  -1.24764  -2.63830  1.08932  -0.5748
O  -3.18043  -3.13514  1.89881  -0.7663
H  -2.28791  1.24932  0.47950  -0.3840
H  -2.84258  2.55417  1.24239  0.3950
H  -4.47732  1.41553  2.20924  0.2234
H  -5.66807  -0.58835  2.41715  0.1918
H  -4.76065  -2.07267  2.43071  0.2037
N  -0.04169  -4.67845  -4.28012  -0.4626
C  -0.23984  -3.66002  -3.42771  0.6333
N  -0.70122  -4.00052  -2.19648  -0.3432
S  0.10979  -2.08092  -3.84898  -0.4360
H  -0.28108  -5.62918  -4.05880  0.1826
H  0.31829  -4.46561  -5.19319  0.2187
H  -1.11627  -4.90687  -2.04938  0.2354
H  -1.08541  -3.24622  -1.65190  0.1718

3.
Molecular formula: C33H32CoN4O3PS2
Method: DFT, ωB97M-V/def2-TZVPD

## Properties
HOMO level: -7.69 eV
total energy: -4242.03779 Ha
charge: 0
energy relative to the best compared isomer or geometry (same formula, charge and spin): 7.14 kcal per mole

Last column: Mulliken charge in e.
Element x y z (Å)
Co  0.07106  -0.71294  -0.53850  -0.2958
C  2.62036  -4.38925  2.48560  -0.9407
C  2.42551  -3.08382  3.24442  -0.5535
N  2.82817  -1.91373  2.48065  -0.2272
C  2.11147  -1.39196  1.45813  0.2521
S  0.41203  -1.78862  1.34958  -0.6256
N  2.75366  -0.59413  0.64497  -1.7814
N  1.95505  -0.08667  -0.33187  2.3736
C  2.46405  0.69464  -1.21421  0.7441
C  3.91028  1.03427  -1.32021  -2.3162
C  1.49211  1.17826  -2.20781  1.0825
C  1.83446  2.04527  -3.23522  -1.0280
C  0.87984  2.37312  -4.18084  -0.7891
C  -0.38529  1.81811  -4.08463  -0.9340
C  -0.65260  0.97561  -3.02062  -0.5892
N  0.24943  0.68982  -2.09061  1.1831
H  2.32146  -5.23735  3.10388  0.3881
H  3.66610  -4.52149  2.20393  0.3081
H  2.01813  -4.39235  1.57717  0.2190
H  3.00960  -3.08105  4.16583  0.4121
H  1.38232  -2.96019  3.53417  0.2606
H  3.81736  -1.73152  2.40150  0.2757
H  4.45303  0.59971  -0.48809  0.4192
H  4.06035  2.11608  -1.33552  0.4098
H  4.29886  0.61810  -2.25247  0.3863
H  2.84280  2.42385  -3.30897  0.5194
H  1.12889  3.03888  -4.99675  0.4447
H  -1.15402  2.02325  -4.81562  0.4980
H  -1.61992  0.50279  -2.91048  0.4629
C  -2.29690  4.71843  -1.32573  -0.6609
C  -1.15787  4.75747  -0.53857  -0.8171
C  -0.70866  3.60863  0.10137  -0.4126
C  -1.39522  2.40792  -0.04604  0.3785
C  -2.54583  2.37929  -0.83712  -0.4746
C  -2.99332  3.52552  -1.47123  -0.7953
P  -0.85395  0.84145  0.73297  2.4082
C  0.09230  1.35395  2.19790  0.8757
C  -0.37693  1.16478  3.49414  -0.9583
C  0.40357  1.53145  4.58063  -0.7732
C  1.65971  2.08464  4.38401  -0.8284
C  2.14053  2.26348  3.09508  -0.9896
C  1.36423  1.89454  2.00808  -0.4766
C  -2.42850  0.10862  1.19806  -0.2020
C  -3.36276  0.64493  2.04481  -0.0788
C  -4.61399  0.01184  2.18573  -1.0182
C  -4.90101  -1.11025  1.45648  -0.8287
C  -3.96762  -1.65695  0.54431  1.1329
C  -4.24901  -2.79562  -0.24718  -0.8772
C  -3.30758  -3.25169  -1.12161  -1.0452
C  -2.05026  -2.61202  -1.25762  -0.3123
C  -1.71935  -1.50474  -0.51898  -0.0168
C  -2.70382  -1.03198  0.40673  -0.1447
H  -2.64791  5.61573  -1.81884  0.4029
H  -0.61643  5.68603  -0.41135  0.4509
H  0.17510  3.66009  0.72205  0.4249
H  -3.10096  1.45465  -0.94695  0.4633
H  -3.89034  3.48909  -2.07606  0.4422
H  -1.33745  0.69933  3.66143  0.4482
H  0.03149  1.37190  5.58437  0.4375
H  2.26943  2.36298  5.23383  0.4019
H  3.12795  2.67615  2.93394  0.4221
H  1.75706  2.01428  1.00628  0.3925
H  -3.15904  1.56001  2.58730  0.6328
H  -5.35009  0.42433  2.86332  0.4235
H  -5.86609  -1.59333  1.55978  0.3955
H  -5.21007  -3.28667  -0.15088  0.4006
H  -3.51596  -4.12478  -1.72885  0.4208
H  -1.33560  -3.01797  -1.95777  0.5726
C  1.47509  -3.80655  -3.53384  -1.1469
S  1.91733  -2.36841  -2.60426  1.3195
O  2.28914  -1.34638  -3.56607  -0.7374
O  2.95401  -2.76051  -1.67706  -0.7147
O  0.62352  -2.04075  -1.92168  -0.5028
H  2.34278  -4.09698  -4.12157  0.4386
H  0.63982  -3.55623  -4.18372  0.2751
H  1.20491  -4.59640  -2.83707  0.2933

- What is the energy relative to the best compared isomer or geometry (same formula, charge and spin) in the second record?
  0.00 kcal per mole

- charge of number 3 (C33H32CoN4O3PS2)?
  0

- What is the HOMO level in the second record?
  -10.31 eV

- Among the records above, which one has the highest charge?
  C30H27N3O3STi